Record 1
A structure of composition C38H54F9I2N3O4PSiTi, computed with ωB97M-V/def2-TZVPD.

Its expectation value of S² is 0.753. Its lowest unoccupied orbital energy (alpha / beta) is -5.9 / -5.9 eV. The calculation puts the HOMO energy (alpha / beta) at -14.2 / -14.5 eV. As for the spin multiplicity: 2. The value obtained for the HOMO-LUMO gap (alpha / beta) is 8.3 / 8.6 eV. Its charge is +2. For the energy, the calculation gives -4920.053354 a.u.

The geometry in XYZ format:
```
113
Properties=species:S:1:pos:R:3:forces:R:3
Ti 0.67124 -0.60738 0.61144 1.1 1.3 0.0
N 0.88986 -2.54152 1.34899 -0.5 -1.0 0.5
C 0.73151 -2.65716 2.81304 0.2 0.1 0.3
C 1.55245 -1.56168 3.47270 -0.1 -0.2 0.0
N 1.23707 -0.24831 2.85575 0.2 -0.1 0.2
C 0.15276 0.47627 3.56121 -0.3 0.0 -0.1
C -1.17507 0.24349 2.86677 0.2 0.1 0.2
N -0.98053 0.51458 1.43264 -0.5 -0.2 0.4
H 0.08644 -3.00499 0.88528 0.1 -0.2 0.1
H 1.71627 -3.05356 1.06156 0.1 0.1 -0.1
H 1.05704 -3.63143 3.18117 -0.1 0.0 0.0
H -0.32478 -2.54673 3.05558 0.0 -0.1 0.0
H 2.61303 -1.76842 3.32351 0.0 0.0 0.0
H 1.37294 -1.55179 4.54955 0.0 0.1 0.0
H 2.07414 0.32443 2.93638 0.0 0.1 0.0
H 0.36649 1.54303 3.52402 0.1 0.0 0.0
H 0.09727 0.18751 4.61246 0.1 0.0 0.0
H -1.93915 0.88780 3.30625 0.0 0.0 0.0
H -1.50931 -0.78764 2.97487 -0.1 0.0 0.0
H -1.00248 1.51588 1.26412 0.1 0.1 -0.1
H -1.76984 0.09449 0.92513 -0.1 0.2 0.0
I 2.01820 -2.17906 -2.19411 0.6 -0.2 0.1
C 3.98053 -1.66578 -1.53720 -0.2 0.0 0.2
I 3.99447 -1.28900 0.58666 0.2 0.0 -0.5
H 4.29190 -0.75041 -2.02663 0.0 0.0 0.0
H 4.65996 -2.48587 -1.73310 0.0 0.0 0.1
F 5.86436 3.68354 -4.80703 -0.1 0.0 -0.1
C 4.58774 3.34635 -5.05294 0.1 0.0 0.0
F 4.58863 2.33583 -5.93255 0.0 0.1 0.0
F 3.99286 4.39813 -5.63151 0.0 -0.1 0.0
C 3.88815 2.96695 -3.76987 0.0 0.0 0.1
C 3.10830 1.82695 -3.69523 0.0 0.0 -0.1
C 2.50884 1.48911 -2.48934 0.0 0.0 0.1
C 2.68621 2.28918 -1.36646 0.0 -0.4 0.0
C 3.43173 3.46485 -1.46789 0.0 0.0 0.0
C 4.03925 3.79785 -2.66357 -0.1 0.0 0.0
P 1.84254 1.84075 0.19738 0.3 1.0 -0.3
C 0.57910 3.17113 0.18845 -0.1 -0.2 0.1
C 0.71277 4.40091 0.82352 0.0 0.0 0.0
C -0.30242 5.34326 0.73184 0.0 0.0 0.0
C -1.43644 5.06521 -0.01410 0.0 0.0 0.1
C -1.55819 3.86378 -0.69968 0.0 0.0 0.0
C -0.55475 2.91753 -0.59009 0.1 0.0 0.0
C -2.58763 6.04121 -0.02627 -0.1 0.0 0.1
F -3.22255 6.04032 -1.20383 0.0 0.0 0.1
F -3.48495 5.68391 0.91901 0.1 0.1 -0.1
F -2.19085 7.28718 0.23985 0.0 -0.1 0.0
C 3.06337 2.33984 1.48065 -0.1 -0.2 0.0
C 4.42949 2.14546 1.26804 0.0 0.0 0.0
C 5.33983 2.32042 2.29779 0.0 0.0 0.0
C 4.89119 2.68616 3.55824 0.0 0.0 0.0
C 3.54678 2.94368 3.77648 0.0 0.0 0.0
C 2.64153 2.77307 2.73981 0.0 0.0 0.0
C 5.85958 2.71475 4.71479 0.0 -0.2 0.1
F 5.95287 1.46791 5.23439 0.0 0.2 0.0
F 7.08263 3.08729 4.33623 0.0 0.0 0.0
F 5.44915 3.52852 5.69133 0.0 0.0 0.0
H 2.97360 1.20678 -4.57145 0.0 0.0 0.0
H 1.88980 0.60254 -2.42530 0.0 0.1 0.0
H 3.53745 4.12405 -0.61598 0.0 0.0 0.0
H 4.63326 4.69899 -2.74081 0.0 0.0 0.0
H 1.60725 4.64120 1.38230 0.0 0.0 0.0
H -0.20639 6.29467 1.23727 0.0 0.0 0.0
H -2.42926 3.67839 -1.31443 0.0 0.0 0.0
H -0.63933 1.97670 -1.12839 -0.1 0.0 0.0
H 4.79525 1.86598 0.29069 0.0 0.0 0.0
H 6.39678 2.16709 2.12354 0.0 0.0 0.0
H 3.21256 3.28386 4.74786 0.0 0.0 0.0
H 1.60220 3.02101 2.90850 0.0 -0.1 0.0
C -0.30534 -5.55068 -0.19626 -0.2 0.1 0.0
C -1.67618 -4.89669 -0.03730 0.0 -0.3 0.1
C -2.32990 -5.32002 1.27160 0.0 0.1 -0.1
C -2.56042 -5.25695 -1.22174 0.1 0.2 0.0
O -1.45281 -3.45709 0.06176 0.0 0.1 -0.2
Si -1.88507 -2.08255 -0.71840 -0.3 -0.2 0.7
O -0.52489 -1.14843 -0.57056 -0.7 -0.3 -1.1
O -2.41719 -2.42557 -2.18038 0.2 0.1 -0.2
C -2.47684 -1.81375 -3.49146 -0.1 0.1 -0.3
C -3.81957 -2.19913 -4.09585 0.0 0.0 0.1
C -1.34117 -2.38975 -4.32633 -0.1 0.0 0.2
C -2.34816 -0.29997 -3.35667 0.0 -0.2 0.2
O -2.88701 -1.20611 0.23984 -0.1 0.0 -0.3
C -4.30553 -1.26087 0.56044 -0.3 0.1 0.2
C -4.89741 0.08441 0.16051 0.1 -0.1 -0.1
C -5.00422 -2.39702 -0.17394 0.3 0.0 0.0
C -4.41093 -1.47941 2.06660 0.1 0.0 -0.1
H -0.42613 -6.61365 -0.40088 0.0 0.0 0.0
H 0.29095 -5.45028 0.71360 0.0 0.0 0.0
H 0.22456 -5.09975 -1.03771 0.0 0.0 0.0
H -2.42753 -6.40464 1.30724 0.0 0.0 0.0
H -3.32655 -4.88383 1.35877 0.0 0.0 0.0
H -1.73259 -4.99694 2.12651 0.0 0.0 0.0
H -2.80124 -6.31818 -1.17755 0.0 0.0 0.0
H -2.05151 -5.05088 -2.16266 0.0 0.0 0.0
H -3.49186 -4.69248 -1.20180 0.0 0.0 0.0
H -3.93233 -3.28322 -4.10174 0.0 0.0 0.0
H -3.88543 -1.83665 -5.12141 0.0 0.0 0.0
H -4.64225 -1.76589 -3.52588 0.0 0.0 0.0
H -1.47552 -3.46174 -4.47170 0.0 0.0 0.0
H -0.38889 -2.22842 -3.81877 0.1 0.1 0.0
H -1.30264 -1.90451 -5.30079 0.0 0.0 0.0
H -3.15548 0.08663 -2.73058 0.0 0.0 0.0
H -2.40652 0.17449 -4.33483 0.0 0.0 0.0
H -1.39006 -0.04894 -2.89248 0.0 0.1 -0.1
H -4.88163 0.19723 -0.92504 0.0 0.0 0.0
H -4.33048 0.90444 0.60635 0.0 0.0 0.0
H -5.93083 0.15858 0.49788 0.0 0.0 0.0
H -4.81512 -2.34224 -1.24487 -0.1 0.0 0.0
H -6.07825 -2.33723 -0.00752 0.0 0.0 0.0
H -4.65111 -3.36198 0.19678 -0.1 0.0 0.0
H -4.07147 -0.60212 2.62017 0.0 0.0 0.0
H -3.81412 -2.34632 2.35759 0.0 0.0 0.0
H -5.44804 -1.67092 2.34020 0.0 0.0 0.0
```
Forces are in eV/Å.

=====

Record 2
A cluster of 3 separate species, C26H46FN3O4P in total, computed with ωB97M-V/def2-TZVPD.

Its expectation value of S² is 0.754. Its lowest unoccupied orbital energy (alpha / beta) is 0.6 / 0.6 eV. The calculation puts the HOMO energy (alpha / beta) at -7.8 / -8.3 eV. As for the spin multiplicity: 2. The value obtained for the HOMO-LUMO gap (alpha / beta) is 8.4 / 8.9 eV. Its charge is 0. For the energy, the calculation gives -1924.750503 a.u.

The geometry in XYZ format:
```
81
Properties=species:S:1:pos:R:3:forces:R:3
C -1.49913 5.15961 1.53813 0.1 -0.1 -0.2
C -1.45671 3.94050 0.62470 0.2 0.3 0.1
O -1.05823 4.35459 -0.69762 -0.4 -0.1 0.0
P -1.65255 3.66809 -2.02413 0.3 0.1 -0.2
O -1.41716 4.52089 -3.19894 -0.1 -0.2 0.4
C -0.93345 2.01166 -2.15872 -0.1 -0.1 -0.1
C -1.89830 0.83034 -1.96966 -0.1 0.3 -0.1
C -2.27841 0.55616 -0.50750 0.2 0.0 -0.1
C -1.78446 -0.75577 0.13392 0.1 -0.2 0.3
C -2.34902 -0.75850 1.58596 0.1 0.4 -0.1
C -3.84460 -0.90661 1.76228 0.1 -0.1 0.1
F -4.13412 -0.84155 3.12504 0.0 0.0 0.2
C -0.23135 -0.79113 0.29419 -0.1 0.1 -0.2
C 0.61698 -1.68390 -0.63783 0.3 -0.2 0.1
C 1.92126 -2.08947 0.07111 -0.3 0.0 0.3
C 1.00646 -0.94068 -1.92300 0.2 -0.3 0.0
N -0.06698 -2.96998 -1.00132 -0.4 0.6 -0.4
O 0.26145 -3.45948 -2.12935 0.2 -0.2 0.0
C -1.44274 -3.23997 -0.51603 0.1 -0.4 0.2
C -1.36431 -3.73350 0.94092 -0.1 -0.1 -0.1
C -2.07121 -4.34885 -1.36081 -0.1 0.2 0.2
C -2.27170 -1.96570 -0.67260 -0.1 -0.2 0.1
O -3.18605 3.37797 -1.68045 0.0 0.1 0.1
C -4.05985 4.52941 -1.62140 -0.2 0.0 0.1
C -5.21435 4.19707 -0.69834 0.3 0.0 0.0
H -2.48513 5.62430 1.54198 0.0 0.0 0.0
H -1.24148 4.87499 2.55794 -0.1 0.0 0.0
H -0.77214 5.89344 1.19275 0.0 0.0 0.0
H -2.42978 3.45775 0.58419 -0.1 -0.1 0.0
H -0.72459 3.21813 0.98736 0.1 -0.1 0.0
H -0.54832 2.01563 -3.18091 0.1 -0.1 0.0
H -0.07541 1.95784 -1.48483 0.0 0.0 0.0
H -2.79538 1.06504 -2.54540 0.0 -0.1 0.0
H -1.47374 -0.05369 -2.43965 0.0 0.1 0.1
H -3.36276 0.60447 -0.41122 -0.1 0.0 0.0
H -1.88714 1.37165 0.10365 -0.1 0.0 0.1
H -2.07407 0.21028 2.02111 0.0 -0.1 0.1
H -1.85571 -1.51193 2.19626 -0.1 -0.1 0.0
H -4.21956 -1.87140 1.42112 0.0 0.0 -0.1
H -4.40576 -0.10241 1.29177 -0.1 0.0 -0.1
H -0.00927 -1.05008 1.33071 0.1 -0.1 0.0
H 0.16565 0.21951 0.16099 0.0 0.0 0.1
H 2.60009 -1.24354 0.18365 0.0 0.0 -0.1
H 2.39016 -2.89065 -0.49591 0.2 0.1 -0.1
H 1.71098 -2.47300 1.07459 0.0 0.0 -0.1
H 0.18051 -0.83935 -2.62283 0.1 0.0 0.1
H 1.40429 0.03636 -1.64769 -0.1 0.1 0.0
H 1.79452 -1.48736 -2.43812 0.0 0.0 0.0
H -0.55899 -3.25972 1.49945 0.0 0.0 0.0
H -1.19694 -4.81099 0.94985 0.2 0.0 0.0
H -2.30809 -3.55192 1.45721 0.0 0.0 0.0
H -3.01479 -4.63401 -0.88818 0.0 0.0 0.0
H -1.42936 -5.22498 -1.39425 0.1 0.0 -0.1
H -2.28755 -4.01665 -2.37423 0.1 0.0 0.0
H -2.31169 -1.73828 -1.73944 0.1 0.0 0.0
H -3.29143 -2.22978 -0.38235 -0.1 0.1 -0.1
H -3.50766 5.39838 -1.25790 0.1 0.0 0.0
H -4.38676 4.75385 -2.63516 -0.1 0.0 0.0
H -4.84471 4.01247 0.31184 0.0 0.0 0.0
H -5.73476 3.30363 -1.03872 -0.1 0.0 0.0
H -5.91191 5.03191 -0.65351 -0.1 0.0 0.0
N 4.58412 1.79454 0.66746 0.0 0.0 0.0
C 3.30123 2.10549 1.02469 0.0 -0.1 0.0
C 2.92915 1.24454 2.02638 0.0 0.0 -0.1
C 4.03012 0.38285 2.27535 0.0 0.0 0.1
C 5.03391 0.74747 1.42203 0.1 0.0 -0.1
H 5.11077 2.25943 -0.04769 0.0 0.0 0.0
H 2.77000 2.90689 0.54073 0.0 0.0 0.0
H 1.97647 1.22742 2.52870 0.0 0.0 0.0
H 4.07507 -0.41874 2.99292 0.0 0.0 0.0
H 6.02276 0.34537 1.28462 0.0 0.0 0.0
N 7.17113 -2.72716 0.96727 0.0 0.0 0.0
C 6.09662 -2.83250 1.80895 0.0 0.1 0.0
C 5.05615 -3.36328 1.09750 0.0 0.0 0.0
C 5.52226 -3.59163 -0.22679 0.0 0.0 0.0
C 6.83153 -3.19579 -0.27289 0.0 0.1 0.0
H 8.06683 -2.35373 1.21766 0.0 0.0 0.0
H 6.16031 -2.50323 2.83198 0.0 0.0 0.0
H 4.06780 -3.55611 1.47859 0.0 0.0 0.0
H 4.95823 -3.99376 -1.05158 0.0 0.0 0.0
H 7.54277 -3.19915 -1.08052 0.0 0.0 0.0
```
Forces are in eV/Å.

=====

Record 3
A cluster of 9 separate species, C15H48O9 in total, computed with ωB97M-V/def2-TZVPD.

As for the SMILES: CC(C)O.CC(C)O.CC(C)O.CO.CO.CO.CO.CO.CO. Its lowest unoccupied orbital energy is 0.4 eV. The calculation puts the HOMO energy at -9.7 eV. The value obtained for the HOMO-LUMO gap is 10.1 eV. Its charge is 0. For the energy, the calculation gives -1277.327179 a.u.

The geometry in XYZ format:
```
72
Properties=species:S:1:pos:R:3:forces:R:3
C -0.74621 0.85553 -0.86260 -0.2 -0.4 0.4
C -1.53707 0.64496 0.43011 0.2 -0.2 0.4
C -0.67668 0.29806 1.63637 -0.2 0.3 0.1
O -2.32580 1.81559 0.71446 -0.2 0.1 -0.2
H 0.10604 0.17847 -0.94465 -0.1 -0.1 0.1
H -0.33105 1.86548 -0.90176 -0.1 0.1 -0.1
H -1.42403 0.63832 -1.68617 0.2 0.4 -0.3
H -2.25518 -0.16724 0.28548 -0.1 0.1 -0.1
H -0.24783 -0.69734 1.53059 0.3 0.1 -0.1
H -1.25429 0.25320 2.56354 -0.2 0.2 -0.2
H 0.07648 1.07746 1.76695 0.2 -0.3 0.1
H -1.90766 2.58116 0.30912 0.1 -0.1 0.0
C 0.23862 -0.35007 -4.34937 0.8 -0.7 1.1
C -0.30869 -1.01213 -5.61540 -0.2 0.9 -0.1
C 0.73820 -1.22868 -6.67555 0.4 -0.5 -0.5
O -0.91510 -2.27464 -5.36840 -0.1 0.0 0.0
H -0.17408 0.61329 -4.06091 -0.2 0.0 -0.3
H 1.32860 -0.24028 -4.34857 -0.1 0.2 -0.5
H 0.14534 -1.02024 -3.48227 -0.5 0.0 -0.2
H -1.03196 -0.32121 -6.07250 -0.2 -0.2 0.3
H 1.53739 -0.49218 -6.62976 0.0 0.1 0.0
H 0.30126 -1.19409 -7.67457 0.0 0.0 0.0
H 1.16994 -2.22835 -6.56904 0.1 0.1 0.1
H -1.74581 -2.14180 -4.90258 0.0 0.0 0.0
C 0.68402 -2.75315 -0.58238 -0.5 -0.1 -0.9
C 2.18780 -2.88947 -0.52288 0.8 -0.8 0.7
C 2.94590 -1.83454 -1.28133 -0.5 0.5 -0.6
O 2.65502 -2.88035 0.83310 -0.1 0.1 -0.4
H 0.34454 -2.54004 -1.60486 0.2 0.1 0.0
H 0.29748 -1.95608 0.04616 0.1 0.0 0.2
H 0.19842 -3.70219 -0.34900 0.0 0.1 0.4
H 2.44946 -3.87000 -0.94914 0.0 0.1 -0.1
H 2.64378 -1.92565 -2.33030 0.1 0.2 0.0
H 4.03139 -1.90424 -1.26149 0.0 -0.3 0.3
H 2.66379 -0.83686 -0.93181 0.0 0.0 0.0
H 2.26290 -3.63667 1.28781 -0.1 0.1 0.3
C -0.45747 3.44644 3.58529 0.0 0.9 -0.6
O 0.80216 2.98650 3.09992 0.0 -0.3 0.2
H -0.34860 4.35372 4.19073 0.1 -0.2 0.1
H -1.09621 3.72982 2.74147 -0.2 -0.2 0.1
H -0.95437 2.68522 4.17540 0.2 -0.2 -0.1
H 1.17417 3.65070 2.51368 -0.1 0.1 0.1
C 3.08620 1.15674 1.27198 -0.3 -1.2 0.2
O 4.45301 1.14002 0.91414 0.2 0.6 -0.3
H 2.43436 0.84246 0.44755 0.0 0.2 -0.1
H 2.93280 0.41721 2.06630 -0.3 0.2 0.1
H 2.76524 2.13140 1.61976 0.3 0.2 0.0
H 4.61962 0.37751 0.35369 -0.1 -0.1 0.1
C 3.17579 1.86616 -2.52870 -0.4 0.6 -0.6
O 2.71293 2.07928 -3.87249 0.2 0.0 0.3
H 4.21836 1.55121 -2.51255 -0.1 -0.3 0.1
H 3.12227 2.84177 -2.04822 0.0 -0.1 0.1
H 2.49825 1.18541 -2.01282 0.2 -0.2 0.1
H 3.00716 1.34136 -4.41191 0.0 0.0 0.0
C -3.80750 -0.17445 4.18340 -0.3 0.2 -0.1
O -3.61104 1.05706 4.85232 0.2 -0.1 0.0
H -4.85627 -0.49475 4.24135 0.1 0.0 0.1
H -3.56267 -0.09913 3.11880 0.1 -0.1 0.1
H -3.18767 -0.93364 4.65745 0.1 -0.1 -0.1
H -3.63690 1.76129 4.18839 -0.2 0.1 0.0
C -0.09481 -4.22592 3.12140 0.2 0.1 0.1
O 1.27639 -4.48807 2.84376 0.2 0.0 -0.3
H -0.72041 -4.93064 2.57337 -0.1 0.0 0.0
H -0.32079 -4.28536 4.18574 0.0 -0.1 0.0
H -0.31164 -3.21053 2.78960 -0.1 0.0 0.0
H 1.73989 -4.88048 3.58577 -0.2 0.0 0.1
C -5.17730 3.58206 2.51420 0.2 -0.3 0.2
O -3.91969 2.95188 2.77836 -0.4 0.2 -0.1
H -5.03607 4.64966 2.34741 -0.1 0.1 -0.1
H -5.67704 3.11667 1.66322 0.0 0.1 -0.1
H -5.82313 3.43701 3.37856 0.1 0.1 0.1
H -3.54397 2.66039 1.93730 0.2 -0.2 0.1
```
Forces are in eV/Å.

=====

Record 4
A structure of composition C4H3NO2S3SeW, computed with ωB97M-V/def2-TZVPD.

Its lowest unoccupied orbital energy (alpha / beta) is -2.1 / -2.1 eV. The calculation puts the HOMO energy (alpha / beta) at -8.3 / -8.3 eV. The value obtained for the HOMO-LUMO gap (alpha / beta) is 6.3 / 6.3 eV. Its charge is 0. For the energy, the calculation gives -4022.483810 a.u.

The geometry in XYZ format:
```
15
Properties=species:S:1:pos:R:3:forces:R:3
W -0.69565 -0.00567 0.93152 -0.3 -0.1 -0.6
S 0.63732 -1.05115 5.09587 0.0 0.1 -0.2
C 0.25904 -0.47143 3.64409 0.1 -0.1 0.1
S -1.10494 0.55250 3.20744 0.1 0.0 0.0
S 1.12920 -0.82377 2.13124 0.0 0.0 0.0
C 1.47850 -1.01361 -2.72954 0.0 0.0 0.0
O 1.46649 -0.26563 -1.48301 0.1 -0.1 0.0
C 0.43141 -0.33076 -0.73075 0.6 0.1 0.5
O -0.61585 -0.99705 -0.94455 -0.5 0.2 0.1
H 2.21275 -1.80473 -2.62461 0.0 0.0 0.0
H 1.78126 -0.31583 -3.50192 0.0 0.0 0.0
H 0.49481 -1.42155 -2.93613 0.0 0.0 0.0
Se -3.33339 3.87913 -0.42341 0.0 0.0 0.0
C -2.39193 2.51368 0.02663 0.2 -0.3 0.1
N -1.74901 1.55586 0.33711 -0.3 0.1 0.0
```
Forces are in eV/Å.

=====

- Which of these has the highest charge?
  C38H54F9I2N3O4PSiTi

=====

- Which of these has the highest charge?
  C38H54F9I2N3O4PSiTi

=====

Copy entry 4 word for word.
A structure of composition C4H3NO2S3SeW, computed with ωB97M-V/def2-TZVPD.

Its lowest unoccupied orbital energy (alpha / beta) is -2.1 / -2.1 eV. The calculation puts the HOMO energy (alpha / beta) at -8.3 / -8.3 eV. The value obtained for the HOMO-LUMO gap (alpha / beta) is 6.3 / 6.3 eV. Its charge is 0. For the energy, the calculation gives -4022.483810 a.u.

The geometry in XYZ format:
```
15
Properties=species:S:1:pos:R:3:forces:R:3
W -0.69565 -0.00567 0.93152 -0.3 -0.1 -0.6
S 0.63732 -1.05115 5.09587 0.0 0.1 -0.2
C 0.25904 -0.47143 3.64409 0.1 -0.1 0.1
S -1.10494 0.55250 3.20744 0.1 0.0 0.0
S 1.12920 -0.82377 2.13124 0.0 0.0 0.0
C 1.47850 -1.01361 -2.72954 0.0 0.0 0.0
O 1.46649 -0.26563 -1.48301 0.1 -0.1 0.0
C 0.43141 -0.33076 -0.73075 0.6 0.1 0.5
O -0.61585 -0.99705 -0.94455 -0.5 0.2 0.1
H 2.21275 -1.80473 -2.62461 0.0 0.0 0.0
H 1.78126 -0.31583 -3.50192 0.0 0.0 0.0
H 0.49481 -1.42155 -2.93613 0.0 0.0 0.0
Se -3.33339 3.87913 -0.42341 0.0 0.0 0.0
C -2.39193 2.51368 0.02663 0.2 -0.3 0.1
N -1.74901 1.55586 0.33711 -0.3 0.1 0.0
```
Forces are in eV/Å.